Record 1
{"formula": "C3H4NO2S", "method": "ωB97M-V/def2-TZVPD", "charge": -1, "total_energy_ev": -19595.2096, "largest_force_ev_per_a": 2.8, "e_lumo_ev": 3.99, "multiplicity": 1, "homo_lumo_gap_ev": 7.464, "homo_energy_ev": -3.47, "mol_weight_g_mol": 118.14, "species": ["C", "C", "C", "N", "O", "O", "S", "H", "H", "H", "H"], "coordinates": [[0.572, -0.340, -1.393], [-0.248, -0.067, -0.163], [0.067, 0.833, 0.781], [1.832, -0.266, -1.514], [2.717, 1.912, -0.249], [4.353, 0.062, -0.571], [2.965, 0.414, -0.114], [-0.042, -0.424, -2.281], [-1.123, -0.834, -0.025], [-0.488, 0.615, 1.661], [0.868, 1.498, 0.544]], "forces_ev_per_angstrom": [[0.39, 1.46, 0.92], [-0.56, -1.44, 0.09], [-1.01, -2.08, -1.55], [0.23, 0.50, -0.27], [0.06, -1.85, -0.19], [-1.81, 0.12, 0.11], [1.10, 0.90, -0.22], [-0.11, -0.82, -0.60], [1.56, 1.48, -0.07], [-0.18, 1.04, 1.09], [0.33, 0.69, 0.70]]}

Record 2
{"formula": "C3H4NO3", "method": "ωB97M-V/def2-TZVPD", "charge": -1, "total_energy_ev": -10807.9099, "largest_force_ev_per_a": 4.1, "e_lumo_ev": 4.04, "multiplicity": 1, "homo_lumo_gap_ev": 7.948, "homo_energy_ev": -3.91, "mol_weight_g_mol": 102.07, "species": ["C", "C", "C", "N", "O", "O", "O", "H", "H", "H", "H"], "coordinates": [[2.288, 0.856, -0.037], [0.669, -0.860, -0.597], [-1.983, -0.124, 0.363], [1.822, -0.318, -0.403], [3.426, 1.102, 0.119], [0.173, -1.847, -0.994], [-0.763, 0.311, 0.686], [1.498, 1.560, 0.157], [-2.753, -0.008, 1.227], [-1.943, -1.198, -0.008], [-2.434, 0.525, -0.513]], "forces_ev_per_angstrom": [[-3.47, 0.63, 0.46], [1.99, 0.89, 1.58], [-1.56, 0.40, -0.98], [-1.82, -3.33, -1.56], [3.87, 0.88, 0.39], [-0.88, 0.72, 0.05], [2.08, -0.40, -0.46], [-0.63, 0.99, 0.15], [0.85, -0.46, -0.97], [-0.62, 0.71, 0.37], [0.19, -1.04, 0.97]]}

Record 3
{"formula": "C3H4NO3S2", "method": "ωB97M-V/def2-TZVPD", "charge": -1, "total_energy_ev": -32478.4855, "largest_force_ev_per_a": 4.1, "e_lumo_ev": 3.32, "multiplicity": 1, "homo_lumo_gap_ev": 7.532, "homo_energy_ev": -4.21, "mol_weight_g_mol": 166.20, "smiles": "NSC(=O)[C@]1(O)O[C@H]1[S-]", "species": ["N", "S", "C", "O", "C", "O", "O", "C", "S", "H", "H", "H", "H"], "coordinates": [[2.421, -1.314, -1.297], [0.714, -1.421, -0.947], [0.675, 0.010, 0.153], [1.723, 0.739, 0.151], [-0.611, 0.134, 0.786], [-0.787, 0.933, 1.840], [-1.491, -0.956, 0.335], [-1.777, 0.343, -0.193], [-3.014, 1.435, 0.240], [2.842, -1.423, -0.349], [2.507, -0.313, -1.247], [-1.752, 1.257, 1.721], [-1.448, 0.577, -1.193]], "forces_ev_per_angstrom": [[-0.22, -0.31, 1.33], [0.44, -0.11, 0.34], [3.54, 1.19, -1.16], [-3.55, -1.74, 0.91], [-1.21, 1.28, -1.38], [-0.02, -0.99, 1.80], [-0.09, 0.54, 1.13], [1.20, 0.42, -1.40], [-1.08, 0.04, 0.62], [-0.10, -0.77, -0.75], [0.35, 1.11, -0.92], [0.62, 0.34, 0.11], [0.12, -1.00, -0.62]]}

Record 4
{"formula": "C3H4NO4", "method": "ωB97M-V/def2-TZVPD", "charge": -1, "total_energy_ev": -12853.3994, "largest_force_ev_per_a": 3.0, "e_lumo_ev": [4.07, 3.77], "multiplicity": 1, "homo_lumo_gap_ev": [8.655, 5.791], "homo_energy_ev": [-4.59, -2.02], "mol_weight_g_mol": 118.07, "smiles": "O=CC(=O)OCN[O-]", "species": ["O", "C", "C", "O", "O", "C", "N", "O", "H", "H", "H", "H"], "coordinates": [[-1.071, -1.354, -0.955], [-0.822, -1.548, 0.265], [0.265, -1.078, 1.024], [0.462, -1.665, 2.108], [0.982, 0.077, 0.744], [0.879, 0.812, -0.374], [-0.431, 1.509, -0.446], [-0.437, 2.802, -0.787], [-1.397, -2.333, 0.777], [1.059, 0.304, -1.274], [1.802, 1.491, -0.406], [-1.291, 0.983, -0.676]], "forces_ev_per_angstrom": [[-0.26, 0.95, -0.94], [-0.28, -0.68, -1.00], [-1.04, -0.85, 1.52], [1.04, 0.96, -0.08], [0.97, -1.17, 1.81], [0.45, 1.89, -0.65], [0.57, 2.80, -1.00], [-0.08, -2.57, 0.69], [0.14, 0.08, 0.31], [-0.49, -1.48, -1.35], [-1.88, 0.13, 0.58], [0.85, -0.06, 0.11]]}

Record 5
{"formula": "C3H4NO6", "method": "ωB97M-V/def2-TZVPD", "charge": -1, "total_energy_ev": -16949.5586, "largest_force_ev_per_a": 3.1, "e_lumo_ev": 3.75, "multiplicity": 1, "homo_lumo_gap_ev": 7.644, "homo_energy_ev": -3.90, "mol_weight_g_mol": 150.07, "species": ["C", "C", "C", "N", "O", "O", "O", "O", "O", "O", "H", "H", "H", "H"], "coordinates": [[-1.047, 1.375, 2.321], [1.111, -0.779, -1.489], [0.306, -0.608, -0.260], [-0.761, 0.110, -0.107], [-0.198, 2.026, 1.785], [-1.759, 1.049, 3.205], [-1.208, 0.799, -1.066], [-1.392, 0.056, 1.106], [0.904, 0.093, -2.481], [0.854, -1.201, 0.875], [2.175, -0.779, -1.091], [0.898, -1.775, -1.877], [0.004, 0.442, -2.443], [0.113, -0.810, 1.521]], "forces_ev_per_angstrom": [[1.06, 0.24, -1.14], [0.88, -1.51, 1.73], [0.51, -0.12, 2.15], [0.96, -0.95, 0.44], [-0.61, 0.07, 0.99], [-0.09, 0.38, 0.42], [-1.42, 0.85, -0.88], [0.31, -0.64, -0.97], [0.59, 1.91, -2.30], [-2.73, 1.49, 0.38], [-0.91, 0.10, -0.79], [0.21, -0.75, 0.20], [-0.37, 0.20, 0.63], [1.62, -1.27, -0.88]]}

Record 6
{"formula": "C3H4NP", "method": "ωB97M-V/def2-TZVPD", "total_energy_ev": -13952.8746, "largest_force_ev_per_a": 4.2, "e_lumo_ev": 0.61, "multiplicity": 1, "homo_lumo_gap_ev": 10.507, "homo_energy_ev": -9.90, "mol_weight_g_mol": 85.05, "smiles": "N#CP1CC1", "species": ["N", "C", "P", "C", "C", "H", "H", "H", "H"], "coordinates": [[3.416, 1.031, 0.031], [2.642, 0.192, 0.115], [1.606, -1.187, -0.108], [0.114, -0.164, 0.717], [0.073, -0.082, -0.793], [0.321, 0.811, 1.265], [-0.732, -0.746, 1.197], [-0.732, -0.755, -1.175], [0.232, 0.806, -1.301]], "forces_ev_per_angstrom": [[0.62, 0.80, 0.31], [0.49, 0.11, -0.67], [-3.15, 1.05, 0.39], [-0.59, 0.42, -0.11], [-0.38, -3.42, 2.34], [0.15, -1.61, -0.67], [1.34, 0.56, -0.62], [0.98, 0.65, -0.13], [0.54, 1.45, -0.83]]}

Record 7
{"formula": "C3H4NS", "method": "ωB97M-V/def2-TZVPD", "charge": 1, "total_energy_ev": -15490.8573, "largest_force_ev_per_a": 4.1, "e_lumo_ev": [-5.77, -5.77], "multiplicity": 1, "homo_lumo_gap_ev": [7.641, 7.640], "homo_energy_ev": [-13.41, -13.41], "mol_weight_g_mol": 86.14, "smiles": "C=[NH+]C=C=S", "species": ["C", "N", "C", "C", "S", "H", "H", "H", "H"], "coordinates": [[0.156, 1.462, 0.729], [-0.533, 0.481, 0.207], [-0.224, -0.741, -0.334], [0.819, -1.639, -0.454], [1.632, -2.873, -0.921], [-0.271, 2.409, 0.905], [1.153, 1.411, 0.804], [-1.585, 0.514, -0.009], [-1.148, -1.025, -0.927]], "forces_ev_per_angstrom": [[-3.56, -1.38, -1.52], [-0.88, 1.53, 0.35], [0.09, -2.87, -1.72], [-1.20, 0.43, -0.53], [-0.58, 1.55, 0.87], [-1.01, 0.65, 0.43], [3.59, -0.73, 0.37], [1.98, 1.31, 1.14], [1.58, -0.49, 0.61]]}

Record 8
{"formula": "C3H4Na2O4", "method": "ωB97M-V/def2-TZVPD", "charge": 1, "total_energy_ev": -20188.5651, "largest_force_ev_per_a": 4.6, "e_lumo_ev": [-4.28, -4.48], "multiplicity": 2, "homo_lumo_gap_ev": [4.600, 8.433], "homo_energy_ev": [-8.88, -12.92], "mol_weight_g_mol": 150.04, "species": ["H", "C", "C", "O", "H", "H", "O", "H", "O", "C", "Na", "Na", "O"], "coordinates": [[1.329, -1.642, -0.053], [1.506, -0.578, -0.224], [2.837, -0.023, -0.416], [1.933, -0.252, -1.514], [3.011, 1.028, -0.181], [3.704, -0.686, -0.402], [0.456, 0.183, 0.284], [-0.165, 0.251, 1.413], [-2.232, -0.204, -0.860], [-1.533, -0.366, 0.089], [-4.631, 0.526, -1.445], [-4.616, 1.863, 2.012], [-1.600, -0.101, 1.297]], "forces_ev_per_angstrom": [[0.34, 0.12, -0.05], [-0.27, -0.74, 0.59], [0.38, 0.08, -0.02], [-0.32, 0.22, 0.36], [-0.08, -0.27, -0.04], [-0.20, 0.22, 0.06], [-2.20, 0.65, 1.53], [1.70, -1.07, -3.42], [1.48, -1.40, -0.28], [-1.99, 3.58, 1.98], [0.33, -0.07, 0.09], [0.11, -0.09, -0.07], [0.72, -1.22, -0.71]]}

Record 9
{"formula": "C3H4O", "method": "ωB97M-V/def2-TZVPD", "total_energy_ev": -5214.0760, "largest_force_ev_per_a": 2.9, "e_lumo_ev": [-1.06, -1.09], "multiplicity": 1, "homo_lumo_gap_ev": [8.025, 7.976], "homo_energy_ev": [-9.09, -9.07], "mol_weight_g_mol": 56.06, "species": ["C", "C", "C", "O", "H", "H", "H", "H"], "coordinates": [[0.126, -0.545, -0.843], [0.358, -1.107, 1.923], [0.231, 0.916, -0.878], [-1.003, 0.048, -1.063], [-0.760, -1.162, 1.913], [0.500, -1.032, 0.659], [0.107, 1.454, 0.044], [0.439, 1.429, -1.755]], "forces_ev_per_angstrom": [[-0.42, -0.88, -1.00], [-0.18, 0.16, -2.51], [-1.91, -0.24, 1.30], [1.15, 0.15, 0.23], [0.22, 0.01, 0.29], [0.07, -0.36, 2.90], [0.37, 0.33, 0.15], [0.71, 0.83, -1.37]]}

Record 10
{"formula": "C3H4O2", "method": "ωB97M-V/def2-TZVPD", "total_energy_ev": -7268.7727, "largest_force_ev_per_a": 4.0, "e_lumo_ev": 0.87, "multiplicity": 1, "homo_lumo_gap_ev": 10.988, "homo_energy_ev": -10.11, "mol_weight_g_mol": 72.06, "smiles": "C[C@@H]1OC1=O", "species": ["C", "C", "O", "C", "O", "H", "H", "H", "H"], "coordinates": [[-0.673, -0.202, -0.805], [0.360, 0.487, 0.035], [1.558, -0.278, 0.532], [0.624, -0.007, 1.379], [0.265, -0.218, 2.448], [-0.303, -0.405, -1.735], [-1.615, 0.386, -1.095], [-0.977, -1.292, -0.543], [0.760, 1.530, -0.216]], "forces_ev_per_angstrom": [[-2.17, -1.15, 0.43], [-0.05, 2.01, 0.41], [1.54, -1.46, -0.95], [-0.72, 1.65, -2.92], [-0.66, -0.84, 3.85], [1.48, -0.19, -2.77], [1.36, -0.52, 1.22], [0.40, 2.07, 0.61], [-1.19, -1.56, 0.12]]}